Arrangement one

DFT (ωB97M-V with the def2-TZVPD basis set) results for C3H6N4S as an isolated structure.

```
14
Properties=species:S:1:pos:R:3
C -1.1097 -1.0202 0.5294
C -1.4712 0.2999 0.7397
C -0.4124 1.1891 0.2671
H 1.5221 -1.9313 -1.1705
H 0.3032 -1.3675 -2.1357
H -1.4347 -1.9239 1.1102
H -2.1958 0.6838 1.4823
H -0.9781 3.3159 0.5995
H 2.9009 -0.1177 0.8130
N 0.4697 -1.8004 -1.2622
N 0.1297 -0.9785 -0.1299
N -0.4327 2.4994 0.0317
N 0.5450 0.3971 -0.2995
S 2.1641 0.7542 -0.5750
```

As for the charge: 0. Its HOMO-LUMO gap is 7.772 eV.

Arrangement two

DFT (ωB97M-V with the def2-TZVPD basis set) results for C3H6N4S as an isolated structure.

```
14
Properties=species:S:1:pos:R:3
C 2.2661 0.7648 -0.5983
C 0.2666 -0.3257 0.2694
C -2.0282 -0.1429 -0.2471
H 3.3097 0.2390 -0.8264
H 2.7186 1.8624 -0.2179
H 1.4993 0.7766 -1.4980
H -0.0946 -1.9745 1.3886
H -2.6030 -1.4734 1.2621
H -0.4474 1.4725 -0.7668
N 1.4880 -0.0652 0.4636
N -0.5024 -1.1036 1.3932
N -1.8342 -1.1176 0.6239
N -0.6803 0.2152 -0.6956
S -3.3583 0.8723 -0.5506
```

As for the charge: 0. Its HOMO-LUMO gap is 8.862 eV.

Arrangement three

DFT (ωB97M-V with the def2-TZVPD basis set) results for the molecule C3H6N4S.

```
14
Properties=species:S:1:pos:R:3
C -0.2873 -1.2325 -0.2332
C -2.6620 -0.2792 -0.1532
C -1.2638 1.7549 -0.0208
N -1.4408 -0.6841 -0.7016
N 0.8829 -0.7997 -0.5586
N -1.9106 0.7500 -0.7781
N 1.9855 -1.5417 -0.1320
S -4.1540 -0.6208 0.2244
H -0.3777 -2.1415 0.3460
H -1.8789 2.4055 0.4982
H -0.5777 1.3455 0.7465
H -0.7653 2.3962 -0.6126
H 1.7665 -2.1991 0.5664
H 2.6158 -0.8175 0.3407
```

As for the charge: 0. Its HOMO-LUMO gap is 8.300 eV. As for the SMILES: CN1C(=S)N1/C=N/N.

Which structure loses on stability? arrangement one does.

Arrangement one

DFT (ωB97M-V with the def2-TZVPD basis set) results for C6H7N3OS as an isolated structure.

```
18
Properties=species:S:1:pos:R:3
C -1.1293 -2.4134 0.0663
C -1.2465 -2.2201 1.4481
C 0.0288 -0.5546 0.1765
C 0.8088 1.8510 1.7451
C 0.8623 0.5551 -0.2518
C 1.1621 0.8272 -1.7033
N -0.2771 -1.6119 -0.5780
N 1.2951 1.4074 0.6470
N -1.3111 1.2760 1.2170
O -0.4649 1.8936 2.0586
S -0.5004 -0.7345 1.8607
H -1.4399 -3.3393 -0.5889
H -1.5757 -2.7752 2.3102
H 1.5358 2.3221 2.3455
H 0.5793 1.7600 -1.8854
H 0.6988 -0.0242 -2.2911
H 2.2351 1.0828 -2.0588
H -2.3212 1.6079 1.5872
```

As for the charge: 0. Its HOMO-LUMO gap (alpha / beta) is 7.070 / 7.081 eV.

Arrangement two

DFT (ωB97M-V with the def2-TZVPD basis set) results for the molecule C6H7N3OS.

```
18
Properties=species:S:1:pos:R:3
C -2.5315 1.3512 0.1043
C -1.3327 1.1779 -1.6806
C -1.6478 0.4080 0.4119
C 0.6211 0.1858 2.5571
C 0.1116 -0.5878 -0.4995
C 2.2914 -1.4085 -0.1631
N -2.3611 1.7818 -1.2110
N -0.8276 0.3356 -0.7421
N 1.3821 -0.4135 -0.8501
O -0.8727 -1.8165 1.8288
S -0.4466 -0.4732 1.5662
H -3.4334 1.6482 0.6492
H -0.9074 1.3659 -2.7808
H 0.5177 1.2360 2.1242
H 1.6615 -2.0592 0.4442
H 2.9540 -1.9466 -0.7673
H 2.8955 -0.8684 0.5700
H 1.9258 0.0832 -1.5617
```

As for the charge: 0. Its HOMO-LUMO gap (alpha / beta) is 7.647 / 7.646 eV.

Which structure loses on stability? arrangement two does.

Arrangement one

DFT (ωB97M-V with the def2-TZVPD basis set) results for the molecule C10H10O.

```
21
Properties=species:S:1:pos:R:3
C 0.6733 -1.2748 -0.7717
C 0.5299 -2.3989 0.0849
C -0.1413 -2.1959 1.3918
C -0.6088 -0.9884 1.8366
C -0.4374 0.1770 0.9990
C -1.0989 1.5760 1.1804
C -1.0538 2.5660 0.2568
C 0.2513 2.5032 -0.6490
C 0.2724 1.1286 -1.2557
C 0.1653 0.0542 -0.2781
H 1.7693 -2.2634 -2.0752
H 0.8561 -3.3025 -0.3644
H -0.4057 -3.0903 2.0272
H -0.9097 -0.7725 2.9607
H -1.8025 1.8430 1.9673
H -1.9300 3.5245 0.1457
H 0.2739 3.3660 -1.3570
H 1.0513 2.7623 0.1448
H 1.2570 1.1499 -1.8368
H -0.5979 0.9906 -1.8745
O 1.1408 -1.3861 -2.0634
```

As for the charge: 0. Its HOMO-LUMO gap is 8.763 eV. As for the SMILES: Oc1cccc2c1CCC=C2.

Arrangement two

DFT (ωB97M-V with the def2-TZVPD basis set) results for the molecule C10H10O.

```
21
Properties=species:S:1:pos:R:3
C 2.4406 1.2539 0.2778
C 3.0188 -0.0680 0.1905
C 1.0955 1.4181 0.0920
C 2.2205 -1.0988 -0.1228
C 0.2450 0.2690 -0.0154
C 0.8167 -0.9797 -0.1653
C -1.7903 -0.9344 0.8953
C -1.3478 -1.7649 -0.2804
C -1.2186 0.2555 0.0934
C -2.1724 1.1910 -0.5977
O 0.0143 -1.9879 -0.5283
H 3.0048 2.2290 0.2722
H 4.0810 -0.1088 0.2128
H 0.6425 2.3033 0.3195
H 2.5895 -2.0385 -0.1126
H -2.9241 -0.8798 0.8525
H -1.2967 -1.1485 1.9577
H -2.0569 -2.2569 -1.0484
H -1.8713 1.7786 -1.4449
H -2.5652 2.0024 0.0918
H -2.9258 0.5657 -0.9396
```

As for the charge: 0. Its HOMO-LUMO gap is 8.424 eV.

Which structure loses on stability? arrangement two does.